ORCA calculation (ωB97M-V/def2-TZVPD) on a structure of composition C23H26B2F6N7O8S2Se2Ti in a non-equilibrium geometry.

Calculated values
Gap between HOMO and LUMO (alpha / beta) (hartree): 0.16626 / 0.21131
<S²>: 0.776
Total charge: -2
ΔE to the lowest compared entry with this formula, charge and spin (kcal/mol): 24.8
2S+1: 2
Largest force on an atom (eV/Å): 1.732

Structure (XYZ):
```
77
Properties=species:S:1:pos:R:3:lowdin_charge:R:1
Ti 0.075 0.092 -0.880 0.6950
O 2.172 -4.114 -1.900 -0.0555
C 2.446 -2.921 -1.164 -0.2525
C 2.241 -3.138 0.329 -0.5820
C 3.135 -4.317 0.749 -0.2151
O 3.105 -4.603 2.152 -0.0748
C 0.793 -3.516 0.621 -0.4890
Se -0.616 -2.198 0.187 0.7270
C 2.669 -1.908 1.137 -0.5323
Se 2.283 -0.122 0.418 0.7110
H 1.728 -3.835 -2.710 0.0675
H 1.782 -2.128 -1.480 0.0400
H 3.472 -2.585 -1.354 0.1332
H 4.163 -4.099 0.433 0.1233
H 2.805 -5.222 0.243 0.1203
H 3.204 -3.764 2.614 0.0640
H 0.676 -3.733 1.681 0.0513
H 0.531 -4.395 0.038 0.0542
H 3.752 -1.913 1.275 0.0561
H 2.180 -1.928 2.113 0.0540
C -1.145 -1.478 6.258 -0.1125
C -2.177 -0.980 5.238 -0.2554
C -1.586 -0.008 4.264 -0.6340
N -1.423 -0.261 3.012 -0.0111
N -0.852 0.758 2.290 0.0205
C -0.632 1.816 3.018 -0.6623
N -0.261 3.018 2.513 0.1176
S -1.050 1.591 4.710 1.0540
H -1.601 -2.165 6.975 0.0629
H -0.714 -0.639 6.808 0.0601
H -0.337 -1.998 5.742 0.0785
H -3.014 -0.510 5.760 0.0986
H -2.553 -1.817 4.649 0.1041
H -0.111 2.953 1.515 0.0621
H 0.405 3.611 3.001 0.0635
N -3.542 -1.027 1.013 0.1278
C -3.750 -1.276 -0.280 -0.6439
N -3.136 -0.673 -1.272 0.1079
C -3.484 -1.207 -2.527 -0.1924
C -2.977 -0.852 -3.773 0.0217
C -3.466 -1.497 -4.896 -0.0593
C -4.458 -2.474 -4.808 -0.0977
C -4.957 -2.844 -3.571 -0.1037
C -4.450 -2.206 -2.448 -0.4558
S -4.853 -2.522 -0.782 1.1027
H -2.630 -0.640 1.279 0.0283
H -3.846 -1.750 1.644 0.1010
H -2.197 -0.115 -3.867 0.1078
H -3.062 -1.229 -5.865 0.1089
H -4.824 -2.961 -5.703 0.0951
H -5.709 -3.617 -3.466 0.1004
F -2.623 1.322 -0.051 0.0986
B -2.054 0.437 -0.963 -0.9119
F -1.718 1.173 -2.132 0.0863
F 0.651 -2.595 -4.002 0.1281
B 0.663 -1.207 -3.815 -1.1688
F 1.924 -0.748 -3.532 0.1691
F 0.027 -0.542 -4.847 0.1510
F -0.196 -0.973 -2.567 -0.0907
O 1.006 1.641 -2.130 0.0098
C 0.956 2.295 -1.074 -0.5806
O 0.195 1.851 -0.119 -0.2171
C 1.697 3.559 -0.811 -0.1054
C 2.020 3.862 0.502 0.0568
C 2.513 5.143 0.818 -0.1562
C 2.797 6.045 -0.220 0.0739
C 2.534 5.673 -1.520 -0.1429
C 1.953 4.446 -1.849 0.0491
N 2.819 6.633 -2.592 -0.3632
O 2.496 6.338 -3.725 0.0561
O 3.364 7.681 -2.310 0.0517
N 2.627 5.540 2.136 -0.4012
O 2.067 4.813 3.043 -0.1257
O 3.255 6.616 2.414 -0.1025
H 1.927 3.118 1.278 0.1055
H 3.188 7.023 0.005 0.1149
H 1.704 4.201 -2.871 0.1243
```